129
Properties=species:S:1:pos:R:3:forces:R:3:mulliken_charge:R:1 method="wB97M-V/def2-TZVPD" gap_ev=10.08 fmax_ev_per_a=2.85 e_tot_ev=-117996.9914 homo_energy_ha=-0.359 smiles="CCCCCCCCCCCCCCCC[C@H]1OC(=O)C[C@@H]1CCCCl.O=S1(=O)CCCC1.O=S1(=O)CCCC1.O=S1(=O)CCCC1.O=S1(=O)CCCC1"
C 2.753246 -2.602816 -3.015765 -0.1 0.8 -0.4 -1.4765
C 2.071080 -1.220019 -2.855836 0.5 -0.5 -0.1 -0.2766
C 0.953071 -1.185169 -1.796152 0.4 -0.3 -0.7 -0.2832
C 0.020445 -2.405039 -1.822631 -0.7 0.5 0.6 -0.6391
C -1.146168 -2.207901 -0.818899 0.9 -0.2 0.4 0.4349
C -1.800463 -3.526045 -0.356296 -0.4 0.1 -0.8 -0.5211
C -2.957954 -4.046468 -1.240846 -0.4 -0.3 0.3 -0.6275
C -4.329031 -3.416666 -0.932582 -0.2 0.5 -0.2 -0.7852
C -4.437654 -1.909003 -1.268678 0.0 -0.2 -0.3 -1.4737
C -4.054227 -1.586637 -2.743418 -0.3 0.2 1.0 2.1349
C -5.074504 -2.152058 -3.762226 1.2 -0.5 0.3 -1.0963
C -4.460064 -2.824168 -5.020038 -1.0 0.8 -0.4 -0.9919
C -4.095773 -1.772712 -6.116984 0.1 -0.6 0.0 -0.5542
C -2.593622 -1.665882 -6.491561 -0.7 -0.6 0.3 -1.3224
C -1.588248 -1.733227 -5.333560 0.7 0.8 -0.3 -0.2759
C -1.267132 -0.401176 -4.577757 -0.7 -0.8 -0.5 1.0862
C -1.932098 0.888211 -5.069147 1.9 1.0 1.9 -0.2066
O -3.302220 1.061913 -4.732706 -0.7 -0.5 -1.1 -0.2588
C -3.603336 2.397877 -4.580274 1.6 -0.2 0.3 0.1712
O -4.616944 2.875566 -4.946019 -0.8 0.3 0.0 -0.5810
C -2.407428 2.993328 -3.834873 -0.2 -0.7 0.2 -0.6726
C -1.261541 2.021834 -4.199895 0.4 -0.1 0.6 1.1646
C 0.112283 2.566533 -4.628323 -0.5 0.5 0.5 -0.4531
C 0.632181 3.624341 -3.624352 -0.5 -0.4 0.4 -0.9365
C 0.626979 3.072496 -2.186957 0.2 -0.2 0.1 0.7931
Cl 2.100390 3.578517 -1.259940 -0.4 0.0 -0.2 -0.2855
H 3.298664 -2.908200 -2.120006 -0.3 -0.1 0.0 0.2983
H 3.484643 -2.506977 -3.826708 -0.1 -0.2 0.1 0.4713
H 2.006779 -3.342106 -3.315931 0.3 -0.1 0.2 0.3156
H 2.871315 -0.505218 -2.622819 -0.3 0.1 0.1 0.5602
H 1.714072 -0.931300 -3.855069 -0.2 0.0 0.2 0.0130
H 1.442751 -1.152319 -0.815565 -0.3 0.2 0.0 0.6667
H 0.364572 -0.271744 -1.960786 0.1 -0.1 0.3 -0.4187
H 0.569323 -3.294136 -1.498307 0.0 0.0 -0.3 0.9459
H -0.406237 -2.565674 -2.820393 0.3 -0.2 0.0 -0.1885
H -1.850737 -1.472137 -1.214076 0.0 -0.2 0.1 -0.2438
H -0.693086 -1.747947 0.073579 -0.2 0.0 -0.1 -0.1399
H -1.025301 -4.302452 -0.363139 0.0 0.2 0.2 0.4367
H -2.172852 -3.428003 0.668299 0.1 0.0 -0.1 0.1008
H -2.750746 -3.964633 -2.316668 0.2 0.1 0.2 0.0307
H -3.054121 -5.125195 -1.054648 0.0 0.1 0.0 0.4203
H -4.572409 -3.589214 0.123987 0.1 0.1 -0.1 0.4325
H -5.135498 -3.910480 -1.490988 0.3 -0.2 0.0 0.4869
H -5.469784 -1.562568 -1.129772 0.1 -0.2 0.2 0.5633
H -3.827090 -1.326204 -0.569233 0.0 0.0 -0.2 0.4357
H -4.032825 -0.493063 -2.809347 0.2 -0.1 -0.2 -0.0527
H -3.030851 -1.941945 -2.882785 -0.2 0.0 -0.4 -1.3046
H -5.654119 -2.926181 -3.247707 -0.2 0.3 -0.1 0.4155
H -5.713554 -1.318563 -4.064523 -0.2 -0.3 0.0 0.4097
H -5.272187 -3.436967 -5.434458 0.2 -0.1 0.0 0.4770
H -3.651064 -3.519052 -4.780514 0.0 0.2 0.1 0.4543
H -4.609559 -2.076974 -7.038853 0.1 0.2 0.1 0.4400
H -4.548602 -0.821665 -5.829016 0.4 0.1 0.0 0.3190
H -2.382023 -2.532499 -7.132792 0.0 0.1 0.1 0.4831
H -2.469806 -0.789506 -7.134860 0.2 0.0 0.2 0.3086
H -0.639641 -2.082789 -5.764758 -0.2 0.0 0.1 0.5452
H -1.852186 -2.483750 -4.585471 -0.2 0.0 -0.3 -0.1023
H -1.448612 -0.560680 -3.509860 -0.2 0.3 -0.1 -0.9742
H -0.190251 -0.218398 -4.662186 -0.2 0.1 0.0 -0.0781
H -1.686920 1.032763 -6.126717 -0.6 0.1 -0.1 0.3290
H -2.647963 2.739214 -2.792679 -0.1 0.4 -0.1 0.3169
H -2.247884 4.069428 -3.853862 -0.1 -0.1 -0.6 0.4204
H -1.055133 1.514872 -3.248934 0.0 -0.1 -0.2 -0.6746
H 0.822681 1.734392 -4.583009 0.0 0.1 -0.5 0.1922
H 0.061150 3.039192 -5.613941 0.2 -0.3 -0.1 0.3299
H 1.652611 3.931954 -3.858440 -0.2 0.1 -0.2 0.5679
H -0.044380 4.485005 -3.654598 0.4 0.1 -0.1 0.2490
H -0.247012 3.381581 -1.610198 0.2 0.1 0.0 0.3281
H 0.632071 1.979726 -2.161756 0.2 0.2 -0.1 -0.6510
C 1.880157 4.200835 3.041695 0.1 -0.3 0.2 -0.2488
C 2.414633 4.527488 4.443502 0.1 -0.3 0.0 -0.5230
C 3.114604 3.264639 4.969322 -0.3 0.3 0.2 -0.7430
S 3.706986 2.384075 3.523931 0.1 0.3 -0.2 1.0149
O 2.997906 1.130507 3.411764 0.2 -0.1 0.1 -0.4809
O 5.148372 2.440946 3.481210 -0.1 -0.3 0.0 -0.7083
C 3.027772 3.506981 2.316691 -0.2 0.2 -0.2 -0.5611
H 1.556067 5.086889 2.509970 0.0 0.0 -0.1 0.1232
H 1.024712 3.525137 3.123295 0.0 0.0 0.0 0.2141
H 3.128873 5.343406 4.379677 0.0 0.0 0.0 0.3483
H 1.618590 4.841581 5.114633 0.0 0.0 0.0 0.3576
H 3.961776 3.501083 5.608579 0.1 -0.1 0.0 0.3709
H 2.422604 2.610597 5.498150 0.0 -0.1 -0.1 0.3412
H 2.710778 2.945628 1.441001 0.1 -0.1 0.0 0.1562
H 3.808702 4.217726 2.045554 0.0 0.0 0.0 0.3864
C -0.842027 9.103314 2.347130 0.0 0.0 0.1 -0.6246
C -0.145859 9.942083 3.426010 0.0 0.0 -0.1 -0.5966
C 0.404319 8.971597 4.478343 -0.1 0.4 0.1 -0.7963
S 0.724660 7.430819 3.616656 -0.1 0.6 -0.2 1.2571
O -0.165500 6.419129 4.130793 0.2 -0.1 0.0 -0.6634
O 2.148983 7.229972 3.530392 0.0 0.0 0.1 -0.6735
C 0.119640 7.964949 2.021665 -0.3 0.2 -0.2 -0.7574
H -1.074162 9.693922 1.462082 0.0 0.0 0.0 0.3655
H -1.778687 8.699880 2.738596 0.0 0.0 0.0 0.3027
H 0.676531 10.502446 2.976206 0.0 0.0 0.0 0.2990
H -0.824908 10.664358 3.876974 0.0 0.0 0.0 0.3273
H 1.331043 9.330021 4.919730 0.0 -0.2 0.0 0.3625
H -0.325545 8.768884 5.260192 0.0 -0.1 0.0 0.3750
H -0.354096 7.128426 1.512094 0.1 -0.1 0.1 0.4073
H 0.974156 8.321093 1.446370 0.0 -0.1 0.0 0.3853
C 1.093461 -2.608422 5.378415 0.0 0.0 -0.1 -0.3564
C 1.524749 -1.668374 4.244877 -0.1 0.1 0.2 -0.7176
C 0.695991 -2.027222 3.007968 0.3 0.2 -0.1 -0.5275
S -0.845164 -2.709965 3.616847 0.2 0.2 0.1 1.2786
O -0.922599 -4.102097 3.238286 -0.2 0.1 -0.1 -0.6591
O -1.926413 -1.794501 3.335086 -0.1 -0.3 -0.1 -0.7120
C -0.432658 -2.613954 5.354924 0.2 0.0 0.3 -0.9523
H 1.476458 -2.280189 6.345500 0.0 0.0 0.0 0.3895
H 1.470362 -3.610368 5.189329 0.0 0.0 0.0 0.0702
H 1.320810 -0.636553 4.537637 0.0 0.0 -0.1 0.3394
H 2.587904 -1.742830 4.036239 0.0 0.0 0.0 0.3605
H 0.478647 -1.155627 2.394188 -0.1 0.0 0.0 0.4505
H 1.185463 -2.790379 2.409066 -0.1 -0.1 0.0 0.2429
H -0.873069 -3.457478 5.882500 -0.1 0.0 -0.1 0.4840
H -0.840082 -1.678040 5.737373 -0.1 0.0 -0.1 0.3174
C 4.603268 -6.562117 4.925681 -0.1 0.0 0.0 -0.5239
C 4.014670 -7.560361 3.920837 0.1 0.0 0.0 -0.6334
C 3.112570 -6.770273 2.964675 -0.1 -0.4 0.1 -0.6734
S 3.781722 -5.106713 2.908286 0.2 -0.2 -0.1 0.9875
O 2.813750 -4.203761 3.485815 0.2 -0.1 -0.3 -0.4289
O 4.360322 -4.861735 1.611449 -0.2 0.2 0.1 -0.7475
C 5.087473 -5.375417 4.098665 0.1 -0.1 0.3 -0.7658
H 5.414074 -7.000846 5.505743 0.0 0.0 0.0 0.3668
H 3.826499 -6.238573 5.622829 0.0 0.0 0.0 0.2627
H 4.824269 -8.031520 3.359201 0.0 0.0 0.0 0.3027
H 3.457980 -8.353321 4.418527 0.0 0.0 0.0 0.3323
H 3.115335 -7.185943 1.960270 0.0 0.2 -0.1 0.3609
H 2.090501 -6.704768 3.335108 0.0 0.1 0.0 0.3733
H 5.240423 -4.471081 4.683537 -0.1 0.1 -0.1 0.4098
H 5.992742 -5.621198 3.544157 0.0 0.0 -0.1 0.3483